Below is C4H8NS as an isolated structure at a distorted geometry, with properties calculated with ωB97M-V with the def2-TZVPD basis set.

CARTESIAN COORDINATES (ANGSTROEM)
1 C -0.25701 0.38291 -1.03669
2 C -0.00268 -0.91988 -1.80694
3 H 1.00253 -0.75488 -2.14462
4 H 1.18259 -0.89933 1.09294
5 C -0.17490 1.30305 1.28865
6 N -0.05807 0.24537 0.22319
7 H -0.46821 -1.18543 1.66541
8 H 0.81851 1.18916 1.74778
9 H -0.33634 1.76518 -1.39931
10 H -0.56976 -1.04681 -2.71155
11 H -0.89759 0.94600 2.02761
12 S -0.11402 -2.25494 -0.54432
13 H -0.26601 2.26121 0.83410
14 C 0.14096 -1.03162 0.76374

Atoms 1-6, force components in eV/Å:
C 0.52 3.44 -0.36
C -0.10 1.40 0.81
H 0.91 -0.24 -0.26
H 0.07 -1.08 0.20
C 1.78 -1.90 -0.30
N -2.81 2.61 -0.65

The total charge is +1. The LUMO energy is -0.1665 hartree. Its HOMO energy is -13.662 eV. The HOMO-LUMO gap comes out at 9.13 eV. The strongest force on any atom is 5.0 eV/A. The value obtained for the energy above the lowest of the compared OMol25 structures with the same formula, charge and spin is 128.8 kJ/mol.

---

Below is a 2-piece molecular cluster, C3H8NO overall at a distorted geometry, with properties calculated with ωB97M-V with the def2-TZVPD basis set.

CARTESIAN COORDINATES (ANGSTROEM)
1 H 1.88171 0.41363 -2.50395
2 H -1.04273 -0.20807 3.36544
3 N -0.13844 0.18231 -2.11163
4 H -1.82938 -0.56922 -1.32557
5 O 0.00901 -0.91966 1.70340
6 C -0.24873 0.03620 2.60770
7 H 1.07035 1.86392 -2.03399
8 H 0.62026 0.32382 3.26265
9 C 1.13329 0.79523 -1.79987
10 C -0.81562 -0.21898 -1.12335
11 H 1.52488 0.72880 -0.78015
12 H -0.53410 -0.35144 -0.06052
13 H -0.58294 1.01170 2.14996

Atoms 1-6, force components in eV/Å:
H 0.06 -0.07 0.16
H -0.11 -0.01 -0.10
N -0.15 0.48 0.33
H -0.07 -0.18 -0.32
O 0.01 -0.26 -0.22
C 0.05 0.21 0.15

The total charge is -1. The LUMO energy is 0.1586 hartree. Its HOMO energy is -2.416 eV. The HOMO-LUMO gap comes out at 6.73 eV. The strongest force on any atom is 1.0 eV/A. The value obtained for the energy above the lowest of the compared OMol25 structures with the same formula, charge and spin is 120.3 kJ/mol.

---

Below is C35H22ClIMnN2O4PS2 as an isolated structure at a distorted geometry, with properties calculated with ωB97M-V with the def2-TZVPD basis set.

CARTESIAN COORDINATES (ANGSTROEM)
1 C -3.81405 -2.47247 -1.87795
2 O -1.06165 0.48333 5.44465
3 C -0.72935 3.41153 -1.98115
4 H -3.34405 0.78533 1.68025
5 I -5.06445 -0.78107 -1.84235
6 H 1.65945 -3.76077 -2.05385
7 O 2.28755 -1.51627 -1.59205
8 H 4.53775 0.10473 -1.84695
9 H 3.67835 -2.27127 5.93715
10 C -1.36685 0.85103 2.64875
11 H 1.73335 4.20173 -1.93885
12 P -0.02755 1.71493 -1.82045
13 H -1.43655 -6.71787 -1.72535
14 C -1.56315 -3.32637 -1.91695
15 C 1.66715 -1.62877 5.57675
16 C 3.93785 1.00353 -1.85145
17 H 5.58295 2.33683 -2.02105
18 H 4.32125 -2.23427 3.56655
19 C -1.68125 6.00513 -2.29515
20 C 0.77495 -1.25887 4.59515
21 C -2.05775 -4.65357 -1.85115
22 C 2.53615 0.87883 -1.72835
23 S -0.09435 -1.65457 0.88075
24 C -2.44725 -2.19387 -1.90035
25 C 3.31845 -1.94747 3.84915
26 O -1.73265 -1.85157 5.25875
27 C 1.85255 -0.36147 -1.61855
28 H 1.51585 1.69523 0.74545
29 C -1.57565 5.16753 -3.39265
30 C -1.10575 -5.69167 -1.80315
31 H 2.69035 -1.51607 1.83045
32 C -1.84985 1.15753 0.23665
33 C -3.45365 -4.82867 -1.81775
34 H -0.53475 3.90733 0.09485
35 C 1.13355 -1.19807 3.26005
36 C 4.50805 2.24383 -1.95625
37 Mn -0.04995 -0.76207 -1.38165
38 H 0.74195 1.30153 3.06115
39 C -0.83305 4.25983 -0.88245
40 H -2.06385 7.00913 -2.41335
41 C 2.42025 -1.54947 2.87445
42 C -4.32185 -3.75857 -1.83685
43 N -0.24735 -3.03047 -1.99495
44 C 0.48005 1.44933 0.93645
45 H -1.87325 5.52043 -4.36975
46 H -1.37985 6.20493 -0.18535
47 C 3.72055 3.40563 -1.96965
48 C 0.22825 -5.36667 -1.85535
49 H -2.53435 1.19733 -0.60445
50 C -1.09775 3.87793 -3.23685
51 H -1.00105 3.21923 -4.08895
52 N -1.21895 -0.54867 3.10135
53 H -5.38865 -3.92377 -1.80545
54 S -0.94285 -0.77197 4.74245
55 H 1.36685 -1.63967 6.61405
56 H 0.98105 -6.13937 -1.81295
57 O -1.96745 -1.00877 -1.90895
58 C -2.29505 0.94223 1.47675
59 H 4.19175 4.37563 -2.04175
60 C 0.06765 -0.66927 2.37505
61 C -1.30325 5.55003 -1.04205
62 H -1.68475 1.49973 3.47205
63 C -0.44365 1.42473 -0.05765
64 Cl -4.11445 -6.43497 -1.72275
65 C 0.11675 0.91433 2.25195
66 C 0.61595 -4.03017 -1.97135
67 C 2.34185 3.30813 -1.90335
68 C 2.95465 -1.97627 5.19055
69 C 1.73875 2.06693 -1.78405

Atoms 1-6, force components in eV/Å:
C 0.19 0.95 0.01
O 0.16 0.20 0.00
C 0.27 0.01 0.17
H -0.15 -0.01 -0.07
I 0.03 -0.34 -0.01
H 0.04 0.10 0.13

Its spin multiplicity is 6. The total charge is -1. The LUMO energy (spin up / spin down) is 0.0836 / 0.0804 hartree. Its HOMO energy (spin up / spin down) is -3.490 / -4.856 eV. The HOMO-LUMO gap (spin up / spin down) comes out at 5.77 / 7.04 eV. The strongest force on any atom is 3.4 eV/A. The value obtained for the energy above the lowest of the compared OMol25 structures with the same formula, charge and spin is 326.8 kJ/mol. The expectation value of S² is 8.81.

---

Below is one molecule with the formula C2H7ClNPS at a distorted geometry, with properties calculated with ωB97M-V with the def2-TZVPD basis set.

CARTESIAN COORDINATES (ANGSTROEM)
1 H -0.39621 1.67156 0.62853
2 C 0.76718 -0.67398 0.49846
3 N -1.06280 1.18262 -0.01848
4 H 0.98588 -1.69146 0.78475
5 H -1.75325 1.84786 -0.17700
6 P -1.13779 -0.49937 0.06607
7 S -2.04544 -1.40872 -1.34995
8 H 1.15311 -0.61632 -1.67495
9 Cl -2.08720 -0.94679 1.94810
10 C 1.38247 -0.04494 -0.69293
11 H 2.46038 0.19637 -0.44223
12 H 0.62579 -0.07990 1.39179
13 H 1.10789 1.06306 -0.96216

Atoms 1-6, force components in eV/Å:
H -0.70 -1.17 -0.80
C -4.22 0.45 -0.21
N 2.10 -0.33 1.63
H 0.28 -0.22 -0.33
H -2.05 0.45 -0.72
P 0.56 0.54 1.21

The total charge is 0. The LUMO energy is 0.0214 hartree. Its HOMO energy is -9.159 eV. The SMILES is CC[P@@](N)(=S)Cl. The HOMO-LUMO gap comes out at 9.74 eV. The strongest force on any atom is 4.3 eV/A. The value obtained for the energy above the lowest of the compared OMol25 structures with the same formula, charge and spin is 45.0 kJ/mol.

---

Below is C17H18AsF6IrNO10SSe as an isolated structure, with properties calculated with ωB97M-V with the def2-TZVPD basis set.

CARTESIAN COORDINATES (ANGSTROEM)
1 H -1.10203 -1.97742 3.22409
2 O -2.76171 -2.96326 -1.86147
3 H -1.96700 -2.15911 1.69350
4 C -4.91141 -1.79833 -0.12826
5 O -0.40369 -4.07645 -1.20240
6 C 1.70561 3.21419 -0.42408
7 N -1.57557 -1.24648 -0.72934
8 H -3.82846 -0.03356 -0.78990
9 C -1.63824 -1.44159 2.44312
10 O 0.10086 -1.89158 -2.92138
11 Se -2.01615 -4.33098 -1.02099
12 C 2.16694 1.98037 0.06304
13 C 3.93239 3.14671 1.24000
14 C -0.12896 -0.80778 -3.54566
15 H -2.12961 1.30902 0.64870
16 C 1.51900 0.76893 -0.25159
17 H 4.80379 3.12834 1.88315
18 As -0.39329 -0.19733 1.62392
19 H -5.02867 -2.84139 -0.42145
20 O 2.37674 -4.19676 1.48273
21 H 3.64887 1.01108 1.26966
22 F 3.87806 5.96165 2.45373
23 C 0.94780 -0.29042 -0.52036
24 C -3.98360 -1.06782 -1.09759
25 C -0.36813 -1.08351 -5.06048
26 O -2.53807 -4.19463 0.49617
27 F -1.67781 -1.31015 -5.29940
28 C 3.45789 4.36373 0.75058
29 H -2.48352 -0.88726 2.85522
30 H -1.90885 1.71072 2.38331
31 H -5.89877 -1.32925 -0.09927
32 C 0.84974 0.22315 3.05133
33 H 1.98061 5.33567 -0.46505
34 S 2.17067 -2.87882 0.93996
35 O -0.21264 0.34715 -3.17789
36 C -2.62883 -1.72290 -1.18432
37 O 2.25581 -2.84872 -0.57261
38 F 3.77239 6.69013 0.42180
39 H -0.72365 2.26342 1.16710
40 O 2.99562 -1.84971 1.55479
41 H 0.31305 0.33595 3.99586
42 H 1.58228 -0.58115 3.10006
43 C 2.34437 4.39180 -0.08142
44 F 0.30675 -2.14038 -5.53826
45 C 4.13738 5.62387 1.16415
46 H 0.84622 3.22182 -1.08188
47 F -0.01732 -0.02738 -5.82233
48 H 1.36116 1.15285 2.80385
49 O -2.52821 -5.60421 -1.84726
50 F 5.48566 5.54117 1.08005
51 O 0.66531 -2.46700 1.10574
52 H -4.49417 -1.79229 0.87999
53 C -1.40526 1.46076 1.44644
54 H -4.42395 -1.05926 -2.09908
55 Ir 0.27319 -2.05487 -0.88138
56 C 3.29938 1.96925 0.90307

Atoms 1-6, force components in eV/Å:
H 0.01 0.02 0.00
O 0.02 0.00 0.01
H -0.02 -0.01 0.00
C -0.01 0.01 0.00
O -0.02 0.00 0.04
C 0.00 0.00 -0.01

Its spin multiplicity is 2. The total charge is -2. The LUMO energy (spin up / spin down) is 0.1528 / 0.1250 hartree. Its HOMO energy (spin up / spin down) is -2.266 / -2.771 eV. The HOMO-LUMO gap (spin up / spin down) comes out at 6.42 / 6.17 eV. The strongest force on any atom is 0.2 eV/A. The value obtained for the energy above the lowest of the compared OMol25 structures with the same formula, charge and spin is 97.7 kJ/mol. The expectation value of S² is 0.77.

---

Below is a 2-piece molecular cluster, C11H19B overall at a distorted geometry, with properties calculated with ωB97M-V with the def2-TZVPD basis set.

CARTESIAN COORDINATES (ANGSTROEM)
1 C 1.74373 0.68621 1.46704
2 H -3.04192 -1.94244 0.23266
3 H 0.85509 3.09108 -2.18536
4 H 2.40410 1.16731 -1.51042
5 H 0.08089 -2.19173 0.36137
6 C -3.23332 -1.68363 -0.79204
7 H -0.00768 2.80502 -0.70235
8 H -2.64123 0.54021 -0.94198
9 C -1.16995 0.57003 1.59393
10 H 2.84457 0.67316 1.57951
11 H 2.77438 -0.98897 -0.64755
12 C 1.72887 -0.99310 -0.35740
13 C 0.93924 2.74049 -1.00562
14 C 1.12064 0.36031 0.13909
15 H -4.25257 -1.35223 -0.88610
16 H -2.18203 0.84272 1.89554
17 C 1.19859 -2.08739 0.49452
18 B -0.38927 0.27041 0.49719
19 H 1.66881 -3.08340 0.15899
20 H 1.66069 3.44771 -0.56412
21 H 1.30608 -2.02865 1.68907
22 H -1.77691 -0.51984 -2.18757
23 C -0.30499 0.75822 2.69424
24 H -2.92541 -2.52179 -1.42540
25 H 1.14078 -1.24786 -1.28185
26 C 1.47988 1.29934 -1.12075
27 C 1.05058 0.76057 2.63799
28 H 1.50134 1.19043 3.56541
29 H -0.72831 0.76585 3.70407
30 C -2.35951 -0.51164 -1.23429
31 H 0.86521 0.86843 -1.85678

Atoms 1-6, force components in eV/Å:
C 1.26 -0.22 0.76
H 0.01 -0.13 0.57
H 0.30 -0.50 2.80
H 3.34 -0.02 -0.44
H 1.15 0.15 -0.06
C 1.76 1.05 -0.98

The total charge is 0. The LUMO energy (spin up / spin down) is -0.0049 / -0.0308 hartree. Its HOMO energy (spin up / spin down) is -7.757 / -6.109 eV. The HOMO-LUMO gap (spin up / spin down) comes out at 7.62 / 5.27 eV. The strongest force on any atom is 7.1 eV/A. The value obtained for the energy above the lowest of the compared OMol25 structures with the same formula, charge and spin is 637.7 kJ/mol.